ORCA calculation (ωB97M-V/def2-TZVPD) on the molecule C6H8Cl2N2O2.

The geometry in ORCA input format:
```
! RIJCOSX wB97M-V def2-TZVPD def2/J DEFGRID3
* xyz 0 3
O -2.07 1.13 1.21
C -1.44 -0.23 -0.68
C 1.13 -0.42 -0.91
N 2.13 -0.58 -1.70
H 1.70 -1.33 1.62
C -0.24 -0.98 -1.22
O -1.01 -0.72 1.61
H -1.64 0.75 -1.20
H -0.26 -2.06 -0.93
C 1.21 0.34 0.42
H -1.92 1.23 2.17
N 1.86 -0.28 1.46
H 0.78 1.97 1.39
C 0.64 1.53 0.45
C -1.40 0.01 0.75
H 1.78 -0.95 -2.58
Cl -3.07 -1.10 -0.89
Cl 0.15 2.37 -0.96
H -0.33 -0.91 -2.33
H 1.99 0.23 2.34
*
```

* orbital gap (spin up / spin down): 5.4 / 7.5 eV
* E_HOMO (spin up / spin down): -0.1784 / -0.3620 Eh


ORCA calculation (ωB97M-V/def2-TZVPD) on the molecule C2H5NOS.

The geometry in ORCA input format:
```
! RIJCOSX wB97M-V def2-TZVPD def2/J DEFGRID3
* xyz 0 1
C 1.90 0.09 -0.29
H 1.62 0.70 -1.10
N 0.88 -0.65 0.42
H 1.18 -1.55 1.02
O 3.14 -0.19 -0.17
H -1.79 1.40 -0.55
H -1.53 0.86 1.06
C -1.87 0.38 0.05
S -0.68 -0.92 -0.41
H -2.86 -0.11 -0.05
*
```

* structure (SMILES): CSNC=O
* orbital gap: 9.9 eV
* E_HOMO: -0.3421 Eh


ORCA calculation (ωB97M-V/def2-TZVPD) on a structure of composition C2HFI4.

The geometry in ORCA input format:
```
! RIJCOSX wB97M-V def2-TZVPD def2/J DEFGRID3
* xyz 0 1
I 2.16 -0.76 -0.83
F -0.96 -0.08 -1.59
I 0.88 2.48 -0.25
C 0.70 0.41 0.31
I 1.02 0.32 2.47
H -1.64 0.47 0.17
C -0.98 -0.33 -0.27
I -1.18 -2.50 -0.02
*
```

* orbital gap: 8.2 eV
* E_HOMO: -0.3407 Eh


ORCA calculation (ωB97M-V/def2-TZVPD) on a cluster of 9 separate species, C19H58N2O9 in total.

The geometry in ORCA input format:
```
! RIJCOSX wB97M-V def2-TZVPD def2/J DEFGRID3
* xyz 0 1
C 1.59 7.41 5.72
H -0.31 -5.37 -9.29
H 4.92 -3.32 4.83
H -5.74 -3.44 -2.30
H 7.88 -0.05 3.57
C -0.52 -5.89 -8.35
H -7.88 1.38 3.29
H 0.93 -1.67 -5.86
H 5.28 -2.19 6.07
H 6.26 -0.29 1.87
O 2.76 4.08 0.79
H -1.53 -5.60 -8.05
C 4.93 -2.25 5.04
H -6.12 2.92 -4.79
H 0.61 7.86 5.53
H 0.24 -3.43 -7.64
O -7.58 -5.44 -2.05
H 2.75 -4.65 -6.77
O 5.82 -1.50 4.19
H -6.42 -5.09 -0.43
O -2.47 -0.97 2.04
C 0.90 -2.46 -5.11
H 3.31 4.07 -1.28
H 3.92 -1.84 5.00
H -5.96 2.13 -3.26
H 2.72 -3.10 -6.98
H 1.12 5.96 7.26
C 7.30 2.03 3.99
H 1.69 -2.26 -4.38
C -5.35 -4.46 -2.26
C 3.62 5.96 -0.31
H 1.92 5.03 -0.87
O -3.85 4.21 -4.82
H -1.03 0.14 1.00
H -1.74 -4.59 3.37
H -0.43 -6.96 -8.47
H 7.89 2.51 3.22
H -4.12 4.96 -4.29
O 0.63 5.30 5.32
H -0.44 -0.69 2.43
C 2.89 4.70 -0.50
C 1.25 -3.84 -5.76
H -0.05 -2.50 -4.59
H 1.07 -4.61 -5.01
C -4.19 3.09 -4.01
O 0.49 -5.43 -7.39
H -7.38 3.72 1.73
C 5.96 -0.13 4.60
H 3.57 3.57 0.91
H 7.83 1.92 4.94
C 1.49 5.96 6.23
H 2.97 6.65 0.24
C -6.28 -5.38 -1.47
H 5.01 0.40 4.68
H -3.85 2.32 -4.69
H 3.86 6.43 -1.27
H 2.15 7.41 4.79
C -1.30 -0.18 2.01
H -7.90 3.71 3.40
O -1.40 -5.28 3.95
H 0.24 -6.46 3.70
N 6.41 0.62 2.27
C -7.95 3.15 2.46
H 6.39 2.63 3.99
H 6.36 -0.09 5.61
H -5.87 -6.39 -1.48
H -8.13 -6.04 -1.55
H -5.30 -4.73 -3.32
H -6.13 3.95 -3.41
H 4.57 5.80 0.19
N 2.61 -3.79 -6.26
H -0.10 -5.30 2.41
C 6.97 0.55 3.61
H -1.47 0.76 2.53
C -0.55 -6.01 3.10
C 0.21 -4.16 -6.84
O -7.33 1.93 2.72
H 7.12 1.05 1.70
H 2.47 5.46 6.21
C -5.68 3.04 -3.79
H -3.24 -0.39 2.06
H -8.95 2.91 2.08
H 1.12 4.99 4.56
H -0.91 -6.88 2.56
H -4.36 -4.39 -1.79
H -3.57 3.04 -3.11
H 2.17 7.91 6.50
H -0.82 -4.10 -6.47
*
```

* structure (SMILES): COC[C@H](C)N.COC[C@H](C)N.CCO.CCO.CCO.CCO.CO.CO.CO
* orbital gap: 9.7 eV
* E_HOMO: -0.3441 Eh


Please write out number 4 again, unchanged.
ORCA calculation (ωB97M-V/def2-TZVPD) on a cluster of 9 separate species, C19H58N2O9 in total.

The geometry in ORCA input format:
```
! RIJCOSX wB97M-V def2-TZVPD def2/J DEFGRID3
* xyz 0 1
C 1.59 7.41 5.72
H -0.31 -5.37 -9.29
H 4.92 -3.32 4.83
H -5.74 -3.44 -2.30
H 7.88 -0.05 3.57
C -0.52 -5.89 -8.35
H -7.88 1.38 3.29
H 0.93 -1.67 -5.86
H 5.28 -2.19 6.07
H 6.26 -0.29 1.87
O 2.76 4.08 0.79
H -1.53 -5.60 -8.05
C 4.93 -2.25 5.04
H -6.12 2.92 -4.79
H 0.61 7.86 5.53
H 0.24 -3.43 -7.64
O -7.58 -5.44 -2.05
H 2.75 -4.65 -6.77
O 5.82 -1.50 4.19
H -6.42 -5.09 -0.43
O -2.47 -0.97 2.04
C 0.90 -2.46 -5.11
H 3.31 4.07 -1.28
H 3.92 -1.84 5.00
H -5.96 2.13 -3.26
H 2.72 -3.10 -6.98
H 1.12 5.96 7.26
C 7.30 2.03 3.99
H 1.69 -2.26 -4.38
C -5.35 -4.46 -2.26
C 3.62 5.96 -0.31
H 1.92 5.03 -0.87
O -3.85 4.21 -4.82
H -1.03 0.14 1.00
H -1.74 -4.59 3.37
H -0.43 -6.96 -8.47
H 7.89 2.51 3.22
H -4.12 4.96 -4.29
O 0.63 5.30 5.32
H -0.44 -0.69 2.43
C 2.89 4.70 -0.50
C 1.25 -3.84 -5.76
H -0.05 -2.50 -4.59
H 1.07 -4.61 -5.01
C -4.19 3.09 -4.01
O 0.49 -5.43 -7.39
H -7.38 3.72 1.73
C 5.96 -0.13 4.60
H 3.57 3.57 0.91
H 7.83 1.92 4.94
C 1.49 5.96 6.23
H 2.97 6.65 0.24
C -6.28 -5.38 -1.47
H 5.01 0.40 4.68
H -3.85 2.32 -4.69
H 3.86 6.43 -1.27
H 2.15 7.41 4.79
C -1.30 -0.18 2.01
H -7.90 3.71 3.40
O -1.40 -5.28 3.95
H 0.24 -6.46 3.70
N 6.41 0.62 2.27
C -7.95 3.15 2.46
H 6.39 2.63 3.99
H 6.36 -0.09 5.61
H -5.87 -6.39 -1.48
H -8.13 -6.04 -1.55
H -5.30 -4.73 -3.32
H -6.13 3.95 -3.41
H 4.57 5.80 0.19
N 2.61 -3.79 -6.26
H -0.10 -5.30 2.41
C 6.97 0.55 3.61
H -1.47 0.76 2.53
C -0.55 -6.01 3.10
C 0.21 -4.16 -6.84
O -7.33 1.93 2.72
H 7.12 1.05 1.70
H 2.47 5.46 6.21
C -5.68 3.04 -3.79
H -3.24 -0.39 2.06
H -8.95 2.91 2.08
H 1.12 4.99 4.56
H -0.91 -6.88 2.56
H -4.36 -4.39 -1.79
H -3.57 3.04 -3.11
H 2.17 7.91 6.50
H -0.82 -4.10 -6.47
*
```

* structure (SMILES): COC[C@H](C)N.COC[C@H](C)N.CCO.CCO.CCO.CCO.CO.CO.CO
* orbital gap: 9.7 eV
* E_HOMO: -0.3441 Eh